{
  "formula": "C37H39B2F4N6O6PTi",
  "method": "ωB97M-V/def2-TZVPD",
  "s2": 2.010,
  "multiplicity": 3,
  "e_lumo_ha": [-0.0219, -0.0230],
  "charge": 0,
  "gap_ev": [5.554, 7.670],
  "relative_energy_kj_mol": 133.7,
  "largest_force_ev_per_a": 0.5,
  "symbols": ["Ti", "C", "C", "N", "O", "B", "F", "F", "O", "N", "C", "C", "C", "N", "O", "B", "F", "F", "O", "N", "C", "C", "C", "H", "H", "H", "H", "H", "H", "H", "H", "H", "H", "H", "H", "N", "P", "C", "C", "C", "C", "C", "C", "C", "C", "C", "C", "C", "C", "C", "C", "C", "C", "C", "C", "H", "H", "H", "H", "H", "H", "H", "H", "H", "H", "H", "H", "H", "H", "H", "C", "C", "C", "C", "C", "C", "C", "O", "C", "C", "C", "H", "H", "H", "H", "H", "H", "H", "H", "H", "H", "H", "H", "O", "C", "N"],
  "positions_angstrom": [[0.02387, -0.99245, 1.07559], [-0.72178, -2.69776, 5.02470], [-0.78219, -2.16227, 3.63392], [0.28998, -1.86874, 2.90610], [1.51975, -2.21507, 3.42362], [2.59857, -1.39551, 2.89049], [2.56343, -0.06779, 3.27807], [3.78285, -2.03089, 3.20053], [2.48304, -1.24870, 1.31550], [1.65961, -2.12201, 0.65198], [2.02219, -3.30221, 0.34730], [3.36798, -3.86649, 0.64999], [1.00195, -4.12258, -0.36893], [-0.24136, -3.87923, -0.54297], [-0.77899, -2.71382, -0.05425], [-2.33297, -2.87624, 0.08870], [-2.55836, -4.00238, 0.85462], [-2.90218, -2.95641, -1.17076], [-2.77534, -1.63685, 0.73284], [-1.83240, -1.36628, 1.74304], [-1.99903, -1.96193, 2.92414], [-3.32151, -2.42629, 3.42968], [1.46086, -5.43048, -0.95395], [0.28445, -2.60113, 5.42142], [-1.00810, -3.75245, 5.04806], [-1.41027, -2.15383, 5.67280], [4.02458, -3.09832, 1.04330], [3.79743, -4.31921, -0.24356], [3.27046, -4.65056, 1.40367], [-4.09707, -2.20122, 2.70284], [-3.56223, -1.93865, 4.37786], [-3.31889, -3.50406, 3.60037], [1.90465, -6.07054, -0.18983], [2.21342, -5.27637, -1.73011], [0.60428, -5.93914, -1.38718], [-0.02687, 1.02969, 1.86098], [-0.13610, 2.43627, 1.05350], [-0.46124, 3.81964, 2.14495], [-1.69659, 4.45391, 2.17738], [-1.91217, 5.49903, 3.06686], [-0.89942, 5.89954, 3.92271], [0.33688, 5.26263, 3.89370], [0.55928, 4.22680, 3.00562], [-1.47870, 2.36001, -0.14174], [-1.46118, 2.96855, -1.39403], [-2.56586, 2.86498, -2.22529], [-3.68717, 2.15647, -1.80989], [-3.69633, 1.52533, -0.57416], [-2.59384, 1.62527, 0.26140], [1.43589, 2.81753, 0.27458], [1.60619, 4.01143, -0.43212], [2.84759, 4.33573, -0.94941], [3.92860, 3.48444, -0.74053], [3.76843, 2.31921, -0.00958], [2.52164, 1.97995, 0.50261], [-2.49175, 4.13886, 1.51413], [-2.87325, 5.99515, 3.08891], [-1.06951, 6.71043, 4.61902], [1.12589, 5.57321, 4.56540], [1.52244, 3.72994, 2.98597], [-0.58508, 3.50139, -1.73947], [-2.54876, 3.33386, -3.20061], [-4.54770, 2.08051, -2.46233], [-4.54681, 0.93356, -0.26364], [-2.58315, 1.09868, 1.20872], [0.77943, 4.70201, -0.55217], [2.97786, 5.25951, -1.49753], [4.90112, 3.74503, -1.13824], [4.61170, 1.66652, 0.17445], [2.40833, 1.07767, 1.08900], [0.91371, -1.45515, -7.15699], [0.51739, -1.12239, -5.74711], [1.47147, -0.75306, -4.80817], [1.13469, -0.45377, -3.49559], [2.23406, -0.03899, -2.56238], [-0.22533, -0.53798, -3.12276], [-0.65381, -0.33106, -1.75131], [0.09373, -0.04254, -0.81071], [-1.21311, -0.90534, -4.06653], [-2.67385, -1.01608, -3.72170], [-0.81695, -1.18654, -5.36321], [1.97566, -1.28432, -7.32497], [0.35129, -0.85187, -7.87113], [0.69852, -2.50205, -7.37836], [2.51173, -0.69457, -5.10673], [3.18237, -0.02448, -3.09849], [2.32460, -0.70183, -1.70103], [2.04924, 0.95524, -2.15601], [-1.71865, -0.47895, -1.53116], [-2.85835, -1.81000, -2.99667], [-3.24559, -1.23446, -4.62216], [-3.05857, -0.08832, -3.29854], [-1.56796, -1.47021, -6.09161], [0.29689, 0.35414, 5.28830], [0.03226, 0.71625, 4.21417], [-0.45591, 1.18346, 3.20205]]
}

---

{
  "formula": "C37H39BN4O2P2SbSe4Tc",
  "method": "ωB97M-V/def2-TZVPD",
  "e_lumo_ha": -0.3227,
  "charge": 2,
  "gap_ev": 4.219,
  "largest_force_ev_per_a": 0.9,
  "symbols": ["Tc", "C", "N", "C", "P", "C", "C", "C", "C", "C", "C", "C", "C", "C", "C", "C", "C", "C", "C", "C", "C", "C", "C", "P", "C", "C", "C", "C", "C", "C", "C", "C", "C", "C", "C", "C", "H", "H", "H", "H", "H", "H", "H", "H", "H", "H", "H", "H", "H", "H", "H", "H", "H", "H", "H", "H", "H", "H", "H", "H", "H", "H", "H", "H", "H", "C", "C", "N", "O", "C", "C", "N", "O", "H", "H", "H", "H", "H", "H", "H", "Se", "Sb", "Se", "Se", "Se", "B", "C", "N", "H", "H", "H"],
  "positions_angstrom": [[0.04309, -0.22327, 0.52317], [-1.85114, 2.43779, 1.90035], [-1.65224, 1.64942, 3.09641], [-0.28478, 1.74612, 3.56865], [0.96710, 0.87678, 2.51089], [2.27766, 2.11762, 2.32987], [2.31284, 2.96406, 1.22093], [3.23905, 3.99746, 1.14963], [4.13402, 4.19525, 2.18964], [4.08996, 3.37554, 3.31018], [3.16503, 2.34494, 3.38706], [1.65453, -0.43211, 3.54363], [2.98491, -0.82376, 3.38520], [3.49426, -1.86699, 4.14073], [2.67855, -2.53174, 5.04854], [1.35231, -2.15404, 5.20269], [0.84093, -1.10513, 4.45276], [-2.67379, 1.72430, 4.11558], [-3.33230, 2.90785, 4.41729], [-4.31419, 2.92149, 5.40399], [-4.62481, 1.76304, 6.09922], [-3.95617, 0.58278, 5.79877], [-2.99051, 0.56158, 4.80342], [-1.91667, 1.26440, 0.51251], [-3.49882, 0.40815, 0.68564], [-3.66005, -0.94738, 0.40597], [-4.91545, -1.53413, 0.49294], [-6.01317, -0.77117, 0.85892], [-5.86263, 0.58477, 1.12187], [-4.61455, 1.17604, 1.02764], [-2.19248, 2.31039, -0.96036], [-1.85298, 3.66773, -0.97907], [-2.09232, 4.43480, -2.11591], [-2.67846, 3.85965, -3.23217], [-3.04068, 2.51645, -3.21436], [-2.80559, 1.74774, -2.08772], [-1.05850, 3.17611, 1.74164], [-2.79443, 2.97690, 1.91593], [-0.20327, 1.31278, 4.56323], [0.05371, 2.78886, 3.63306], [1.59433, 2.84533, 0.42258], [3.25267, 4.65402, 0.28842], [4.85634, 4.99918, 2.13654], [4.77438, 3.54366, 4.13185], [3.14102, 1.71810, 4.26988], [3.62988, -0.30920, 2.68209], [4.52964, -2.16093, 4.02385], [3.07906, -3.34682, 5.63817], [0.71158, -2.67762, 5.89999], [-0.19841, -0.82726, 4.57929], [-3.08266, 3.83340, 3.90859], [-4.82624, 3.84728, 5.63487], [-5.38570, 1.77731, 6.86883], [-4.20331, -0.33141, 6.32361], [-2.50887, -0.37192, 4.52961], [-2.81543, -1.56612, 0.14239], [-5.02648, -2.59157, 0.29308], [-6.98890, -1.23202, 0.94325], [-6.71883, 1.18380, 1.40221], [-4.52900, 2.23749, 1.22264], [-1.40017, 4.14351, -0.11789], [-1.82710, 5.48413, -2.11901], [-2.87333, 4.46122, -4.11100], [-3.52839, 2.07746, -4.07556], [-3.13516, 0.71370, -2.06677], [3.11833, 1.35448, -2.51138], [2.28323, 0.72627, -1.44817], [1.09716, 1.09899, -1.09705], [0.65274, 2.17343, -1.82326], [2.76493, -0.44388, -0.70499], [4.09386, -1.10402, -0.80422], [1.83647, -0.78094, 0.11743], [1.56877, -1.75127, 0.89290], [2.56069, 2.08138, -3.08794], [3.49989, 0.58110, -3.18085], [3.98118, 1.84880, -2.05510], [-0.27965, 2.29958, -1.57148], [4.88133, -0.39252, -0.54981], [4.28199, -1.45439, -1.82090], [4.14828, -1.95000, -0.12301], [1.36934, -2.38852, -4.40513], [-0.78585, -0.81742, -4.95979], [1.02793, -2.59815, -2.15903], [-0.65801, -1.23921, -1.65822], [0.26725, 1.18644, -5.35488], [-2.00825, -3.26999, 3.27171], [-1.46032, -2.11790, 2.41806], [-1.04963, -1.22320, 1.79204], [-1.01372, -3.88126, 3.62817], [-2.66144, -2.80041, 4.18155], [-2.68961, -3.92391, 2.48667]]
}